(1)
{
  "formula": "C60H78F6O8",
  "method": "the ωB97M-V functional and the def2-TZVPD basis",
  "homo_lumo_gap_ev": 7.392,
  "spin_multiplicity": 1,
  "relative_energy_kcal_mol": 1595.3,
  "elements": ["F", "C", "C", "C", "C", "C", "C", "H", "H", "H", "H", "H", "F", "C", "C", "C", "C", "C", "C", "H", "H", "H", "H", "H", "F", "C", "C", "C", "C", "C", "C", "H", "H", "H", "H", "H", "F", "C", "C", "C", "C", "C", "C", "H", "H", "H", "H", "H", "F", "C", "C", "C", "C", "C", "C", "H", "H", "H", "H", "H", "F", "C", "C", "C", "C", "C", "C", "H", "H", "H", "H", "H", "C", "C", "O", "C", "H", "H", "H", "H", "H", "H", "C", "C", "O", "C", "H", "H", "H", "H", "H", "H", "C", "C", "O", "C", "H", "H", "H", "H", "H", "H", "C", "C", "O", "C", "H", "H", "H", "H", "H", "H", "C", "C", "O", "C", "H", "H", "H", "H", "H", "H", "C", "C", "O", "C", "H", "H", "H", "H", "H", "H", "C", "C", "O", "C", "H", "H", "H", "H", "H", "H", "C", "C", "O", "C", "H", "H", "H", "H", "H", "H"],
  "positions_angstrom": [[3.99168, -2.43066, -6.69998], [3.29814, -1.95267, -5.64007], [1.99021, -1.52396, -5.75609], [1.32868, -1.02308, -4.61882], [2.01323, -1.00171, -3.38624], [3.32211, -1.50071, -3.27206], [3.95473, -1.98961, -4.38239], [1.54792, -1.63932, -6.73458], [0.29844, -0.74050, -4.77737], [1.43969, -0.69854, -2.52279], [3.84072, -1.39661, -2.33047], [4.96996, -2.35319, -4.32287], [-2.72990, 3.56780, -3.15368], [-2.42213, 2.22805, -3.00661], [-2.73057, 1.62620, -1.77956], [-2.47757, 0.28007, -1.64025], [-2.01427, -0.44144, -2.74055], [-1.55180, 0.21899, -3.91041], [-1.73316, 1.54555, -4.03822], [-3.19482, 2.25452, -1.03383], [-2.75686, -0.22159, -0.72551], [-1.87444, -1.50360, -2.60398], [-1.11868, -0.43055, -4.65668], [-1.36734, 2.15594, -4.85062], [0.33257, -0.88423, 2.21341], [-0.09041, -2.19181, 2.00055], [0.84911, -3.15908, 1.66577], [0.43476, -4.46499, 1.37543], [-0.92490, -4.76288, 1.47671], [-1.84631, -3.88692, 1.91314], [-1.45333, -2.56292, 2.14190], [1.91234, -2.99061, 1.57879], [1.06608, -5.26244, 1.01223], [-1.23337, -5.76307, 1.21047], [-2.86772, -4.21967, 2.02441], [-2.16191, -1.79939, 2.42709], [2.28646, -5.43332, 0.43798], [2.33410, -4.19151, -0.02786], [3.44207, -3.36253, 0.12853], [3.47078, -2.05626, -0.48069], [2.30253, -1.55526, -1.01945], [1.18829, -2.36962, -1.19534], [1.18783, -3.66536, -0.65561], [4.36382, -3.59291, 0.64202], [4.37874, -1.47163, -0.49540], [2.31760, -0.53951, -1.38606], [0.33822, -1.96737, -1.72636], [0.33092, -4.31383, -0.76326], [-0.58327, -2.17676, -1.52818], [-1.63170, -2.89359, -1.05638], [-1.63506, -4.24613, -1.08601], [-2.82490, -4.94280, -0.82927], [-3.97269, -4.24462, -0.46892], [-3.91704, -2.85968, -0.31043], [-2.75406, -2.16341, -0.68941], [-0.77698, -4.77853, -1.46897], [-2.82228, -6.02278, -0.82214], [-4.89024, -4.76870, -0.24564], [-4.73574, -2.25013, 0.04255], [-2.73412, -1.08674, -0.60700], [0.68308, -0.67027, 5.73327], [-0.46667, -0.17946, 5.12702], [-0.37805, -0.13783, 3.72836], [-1.38851, 0.45642, 3.02410], [-2.53237, 0.92844, 3.68933], [-2.58915, 0.90130, 5.04380], [-1.55380, 0.39807, 5.83726], [0.47468, -0.53913, 3.20092], [-1.37379, 0.48723, 1.94464], [-3.27609, 1.26826, 2.98378], [-3.45775, 1.32999, 5.52146], [-1.54074, 0.42787, 6.91676], [-1.35181, 3.27480, -1.15913], [-0.18356, 4.08558, -0.77454], [-0.18493, 5.29925, -1.00797], [1.05681, 3.43360, -0.22079], [-1.33146, 2.83705, -2.15715], [-2.36424, 3.66460, -1.05350], [-1.40021, 2.40981, -0.49767], [1.02863, 2.42433, -0.63148], [0.98128, 3.41506, 0.86643], [1.91183, 4.02641, -0.54579], [-1.82821, 2.26792, 2.04049], [-2.40043, 3.46944, 1.29447], [-3.26544, 3.38478, 0.46618], [-1.84147, 4.82534, 1.74024], [-2.45239, 1.42492, 1.74406], [-1.93662, 2.39091, 3.11809], [-0.83821, 1.96975, 1.69541], [-1.06983, 4.67800, 2.49586], [-2.64656, 5.35335, 2.25123], [-1.56016, 5.53590, 0.96302], [2.58685, 0.00063, 1.01582], [2.93977, -0.20434, 2.49574], [3.45534, 0.66881, 3.21451], [2.58924, -1.52922, 3.08855], [2.94250, 0.97852, 0.69126], [1.53470, -0.09586, 0.74790], [3.08604, -0.79229, 0.45889], [3.03198, -2.30175, 2.45984], [1.51102, -1.67753, 3.14822], [3.00483, -1.60061, 4.09367], [-0.88077, -0.64379, 0.30253], [0.09210, 0.52870, 0.16575], [0.43439, 1.30799, 1.10400], [0.65904, 0.72478, -1.25241], [-1.17871, -0.81553, 1.33686], [-0.40131, -1.58048, 0.01823], [-1.78093, -0.55862, -0.30621], [1.67585, 1.11311, -1.31072], [-0.05733, 1.39866, -1.72229], [0.74975, -0.20513, -1.81380], [-4.00749, -0.91238, 2.82264], [-3.57452, -0.25343, 1.49734], [-2.38981, -0.32346, 1.19399], [-4.57954, 0.58779, 0.80083], [-3.19275, -0.91276, 3.54673], [-4.39583, -1.92184, 2.68751], [-4.64921, -0.22663, 3.37587], [-4.48249, 1.61042, 1.16540], [-5.56132, 0.24556, 1.12808], [-4.31432, 0.66469, -0.25361], [1.19748, 1.63037, 2.65587], [0.62124, 2.88759, 3.24124], [0.75886, 3.95441, 2.63963], [-0.06098, 2.89283, 4.56254], [2.08456, 1.37258, 3.23441], [1.41966, 1.80948, 1.60389], [0.48483, 0.81814, 2.79907], [-0.48532, 1.94818, 4.90266], [-0.77009, 3.71962, 4.52137], [0.70875, 3.14453, 5.29209], [0.41806, 3.06273, -4.81697], [0.73974, 2.47559, -3.45550], [0.71591, 3.19157, -2.45099], [1.23417, 1.01375, -3.39051], [0.25259, 2.47060, -5.71702], [1.15387, 3.85369, -4.96215], [-0.56854, 3.51796, -4.73045], [1.70979, 0.79405, -2.43468], [1.98145, 0.94154, -4.18074], [0.42063, 0.33407, -3.64404], [4.49881, 2.29046, -1.84291], [3.98023, 0.97995, -1.36084], [2.96413, 0.38752, -1.73145], [4.89331, 0.26366, -0.38845], [5.40020, 2.01450, -2.39011], [4.72125, 3.07914, -1.12415], [3.70998, 2.66033, -2.49792], [5.89066, 0.70315, -0.37302], [5.03990, -0.77860, -0.67183], [4.40973, 0.32252, 0.58663]]
}


(2)
{
  "formula": "C60H84N3O3PS3SeSr",
  "method": "the ωB97M-V functional and the def2-TZVPD basis",
  "homo_lumo_gap_ev": 4.731,
  "spin_multiplicity": 1,
  "relative_energy_kcal_mol": 19.0,
  "charge": -2,
  "elements": ["Sr", "C", "C", "C", "C", "C", "C", "C", "Se", "C", "C", "C", "C", "C", "C", "O", "C", "C", "C", "C", "C", "C", "C", "C", "C", "O", "C", "C", "C", "C", "C", "C", "H", "H", "H", "H", "H", "H", "H", "H", "H", "H", "H", "H", "H", "H", "H", "H", "H", "H", "H", "H", "H", "H", "H", "H", "H", "H", "H", "H", "H", "H", "H", "H", "H", "H", "H", "H", "H", "H", "H", "H", "S", "C", "N", "C", "C", "N", "C", "C", "C", "C", "C", "C", "C", "C", "S", "C", "C", "C", "C", "C", "C", "C", "H", "H", "H", "H", "H", "H", "H", "H", "H", "H", "H", "H", "H", "H", "H", "H", "H", "H", "C", "P", "C", "C", "H", "H", "H", "H", "H", "H", "H", "H", "H", "C", "S", "O", "C", "C", "C", "C", "C", "C", "H", "H", "H", "H", "H", "H", "H", "H", "C", "C", "C", "C", "N", "H", "H", "H", "H", "H", "H", "H", "H", "H"],
  "positions_angstrom": [[-0.43128, -0.17142, 0.33523], [2.49592, 3.25773, -6.39473], [1.85955, 4.04252, -5.23730], [0.53220, 4.62313, -5.73124], [2.77641, 5.21439, -4.85273], [1.67298, 3.12670, -4.02831], [0.43690, 2.86372, -3.45899], [0.33049, 2.06351, -2.33230], [-1.41159, 1.78161, -1.57909], [-1.38756, 3.27325, -0.35013], [-1.66428, 4.52819, -0.87122], [-1.62934, 5.66160, -0.07331], [-1.30196, 5.46509, 1.27183], [-1.01912, 4.23193, 1.82984], [-1.06184, 3.04681, 1.01451], [-0.83245, 1.86585, 1.46938], [-0.60907, 4.10786, 3.30063], [0.81378, 3.52392, 3.36167], [-0.59434, 5.45183, 4.03263], [-1.58001, 3.17886, 4.04942], [-1.90901, 7.06607, -0.60149], [-2.25618, 7.06221, -2.09273], [-3.09036, 7.68751, 0.15984], [-0.66800, 7.95143, -0.40675], [1.44099, 1.46117, -1.68849], [1.29336, 0.77379, -0.61304], [2.70972, 1.68221, -2.32893], [2.77914, 2.50447, -3.43788], [3.96101, 1.00312, -1.76592], [4.21655, 1.51309, -0.33783], [3.76383, -0.52371, -1.73884], [5.21272, 1.29813, -2.59637], [2.62056, 3.89484, -7.27687], [1.86138, 2.41066, -6.66173], [3.47448, 2.86830, -6.10999], [0.71354, 5.30662, -6.56519], [0.02999, 5.17872, -4.93716], [-0.13613, 3.83197, -6.07623], [2.89996, 5.90709, -5.69212], [3.76239, 4.85515, -4.55373], [2.34767, 5.75899, -4.00906], [-0.47869, 3.26513, -3.87230], [-1.89564, 4.58160, -1.92661], [-1.26610, 6.33918, 1.91275], [1.52766, 4.22525, 2.92173], [0.84654, 2.59651, 2.79188], [1.10957, 3.32320, 4.39728], [0.12922, 6.13904, 3.58724], [-0.30659, 5.28673, 5.07413], [-1.57927, 5.92584, 4.02555], [-1.60568, 2.20585, 3.56283], [-2.58833, 3.60244, 4.04415], [-1.26055, 3.05406, 5.08982], [-3.15394, 6.47142, -2.28366], [-1.43645, 6.64826, -2.68280], [-2.43918, 8.08527, -2.43191], [-3.98149, 7.06796, 0.04210], [-3.30782, 8.69066, -0.22175], [-2.87143, 7.76588, 1.22604], [0.19299, 7.50525, -0.90779], [-0.42539, 8.05785, 0.65211], [-0.83788, 8.94973, -0.82355], [3.75153, 2.67216, -3.88834], [3.33603, 1.32769, 0.27395], [4.41938, 2.58799, -0.34801], [5.07584, 0.99382, 0.10061], [2.90699, -0.78801, -1.12255], [4.65119, -1.01468, -1.32600], [3.59230, -0.90224, -2.74986], [5.46219, 2.36294, -2.58164], [5.08846, 0.97920, -3.63435], [6.05585, 0.74743, -2.17231], [-1.38505, -1.98353, -1.72203], [-0.42830, -3.44631, -1.77684], [-0.68868, -4.32007, -2.89838], [-0.17903, -5.65548, -2.74634], [1.27292, -5.56535, -2.33770], [1.33375, -4.98704, -1.02227], [2.67989, -5.03406, -0.44729], [2.74147, -5.76166, 0.88717], [3.43111, -5.26158, 1.98593], [3.47183, -5.97874, 3.17336], [2.82453, -7.20168, 3.28373], [2.14091, -7.71047, 2.18891], [2.10503, -6.99524, 1.00135], [0.53393, -3.77892, -0.87360], [1.00252, -2.86545, 0.62233], [-1.95049, -4.25956, -3.61698], [-3.01001, -5.18374, -3.06912], [-3.44889, -6.30000, -3.77527], [-4.37954, -7.17332, -3.22765], [-4.88080, -6.94433, -1.95450], [-4.45354, -5.82898, -1.24213], [-3.53337, -4.95457, -1.79626], [-0.27443, -6.18249, -3.70204], [-0.71777, -6.23485, -1.97832], [1.82147, -4.97574, -3.09347], [1.70948, -6.57027, -2.30412], [3.13878, -4.04342, -0.36607], [3.29659, -5.60850, -1.14658], [3.91545, -4.29382, 1.91809], [4.00150, -5.57520, 4.02910], [2.83508, -7.74703, 4.22057], [1.62858, -8.66330, 2.26392], [1.55631, -7.38172, 0.15017], [-1.75516, -4.50583, -4.66885], [-2.28605, -3.22518, -3.54904], [-3.05629, -6.48599, -4.77026], [-4.70904, -8.03813, -3.79310], [-5.59275, -7.63360, -1.51525], [-4.83933, -5.64409, -0.24631], [-3.19932, -4.07898, -1.25026], [-5.17024, -0.98719, 1.31174], [-3.83274, -0.02352, 0.46980], [-4.32883, 1.66306, 1.03432], [-4.55357, 0.01559, -1.22571], [-6.14571, -0.51407, 1.17476], [-4.94089, -1.04635, 2.37737], [-5.19693, -2.00108, 0.90918], [-5.40004, 1.83505, 0.89713], [-3.76312, 2.40190, 0.46517], [-4.06589, 1.78297, 2.08686], [-5.63080, 0.20223, -1.20086], [-4.34494, -0.93457, -1.72081], [-4.05983, 0.80003, -1.79707], [3.65408, 0.83089, 3.06459], [2.99022, -0.76044, 2.42178], [4.15675, -1.67880, 2.43317], [2.10348, -1.05308, 3.97096], [0.99917, -0.27702, 4.29296], [0.40020, -0.43438, 5.53206], [0.88158, -1.38094, 6.42802], [1.96711, -2.17468, 6.08000], [2.58502, -2.00477, 4.85016], [4.09856, 0.65829, 4.04270], [2.83489, 1.54719, 3.12546], [4.40295, 1.16988, 2.35154], [0.59922, 0.43844, 3.58001], [-0.46050, 0.16976, 5.79262], [0.40688, -1.51070, 7.39297], [2.32911, -2.92344, 6.77441], [3.44073, -2.59935, 4.55259], [-0.35792, -4.12880, 3.04913], [-1.12575, -3.08073, 2.22352], [-1.92592, -2.19192, 3.18325], [-2.12974, -3.82916, 1.32927], [-0.25312, -2.18256, 1.45192], [-1.03429, -4.65270, 3.73327], [0.43913, -3.65362, 3.62714], [0.09992, -4.86450, 2.38555], [-2.73742, -2.75663, 3.65257], [-2.35927, -1.35579, 2.62664], [-1.27326, -1.79488, 3.95875], [-2.82461, -4.42049, 1.93892], [-1.59440, -4.49691, 0.65351], [-2.68678, -3.10634, 0.73006]]
}